Entry 1:
# C19H22Cl2N2O3

C19H22Cl2N2O3 in the gas phase (the ωB97M-V functional and the def2-TZVPD basis, the OMol25 dataset).

Summary:
* structure (SMILES): O=C(COC(=O)C[C@]12C[C@H]3C[C@H](C[C@H](C3)C1)C2)Nc1ncc(Cl)cc1Cl
* energy above the lowest of the compared OMol25 structures with the same formula, charge and spin: 0.0 kcal per mole
* Kohn-Sham gap: 0.3420 hartree
* lowest unoccupied orbital energy: 0.257 eV
* calculated total energy: -54229.935 eV
* HOMO level: -0.3326 Eh

Last column: natural (NBO) charge in e.
CARTESIAN COORDINATES (ANGSTROEM)
O  -3.639  -4.039  -0.595  -0.560
C  -3.406  -2.856  -0.648  0.675
N  -4.289  -1.963  -0.089  -0.615
C  -4.368  -0.592  -0.177  0.356
N  -3.631  0.051  -1.065  -0.444
C  -3.693  1.363  -1.171  0.039
C  -4.529  2.129  -0.372  -0.107
C  -5.338  1.484  0.560  -0.192
C  -5.261  0.110  0.659  -0.091
Cl  -6.253  -0.736  1.796  0.024
H  -6.009  2.046  1.191  0.246
Cl  -4.578  3.842  -0.523  0.031
H  -3.050  1.801  -1.921  0.221
H  -5.032  -2.401  0.450  0.426
C  -2.147  -2.292  -1.274  -0.185
H  -2.384  -1.713  -2.175  0.253
H  -1.489  -3.129  -1.533  0.216
O  -1.492  -1.442  -0.341  -0.517
C  -0.844  -0.374  -0.834  0.835
O  -0.760  -0.129  -2.007  -0.608
C  -0.242  0.433  0.287  -0.508
H  -0.637  0.055  1.231  0.228
H  -0.545  1.474  0.160  0.233
C  1.301  0.354  0.296  0.023
C  1.827  1.010  1.577  -0.402
H  1.415  0.499  2.451  0.203
C  3.353  0.937  1.612  -0.219
C  3.794  -0.525  1.583  -0.399
C  3.280  -1.181  0.303  -0.219
C  3.852  -0.453  -0.912  -0.402
C  3.413  1.009  -0.878  -0.206
C  3.929  1.668  0.400  -0.402
H  5.020  1.627  0.427  0.205
H  3.633  2.719  0.424  0.203
C  1.887  1.089  -0.912  -0.430
H  1.507  0.647  -1.834  0.231
H  1.573  2.136  -0.892  0.203
H  3.820  1.533  -1.749  0.210
H  4.943  -0.515  -0.904  0.205
H  3.496  -0.926  -1.830  0.206
C  1.755  -1.109  0.263  -0.415
H  1.330  -1.647  1.113  0.208
H  1.393  -1.586  -0.651  0.207
H  3.592  -2.232  0.281  0.211
H  3.398  -1.051  2.456  0.203
H  4.883  -0.586  1.621  0.206
H  3.716  1.410  2.531  0.210
H  1.505  2.053  1.617  0.204

---

Entry 2:
# C4H4O2

C4H4O2 in the gas phase (the ωB97M-V functional and the def2-TZVPD basis, the OMol25 dataset).

Summary:
* structure (SMILES): C#C[C@@]1(O)CO1
* energy above the lowest of the compared OMol25 structures with the same formula, charge and spin: 74.5 kcal per mole
* Kohn-Sham gap: 0.4070 hartree
* lowest unoccupied orbital energy: 0.978 eV
* calculated total energy: -8303.845 eV
* HOMO level: -0.3711 Eh

Last column: natural (NBO) charge in e.
CARTESIAN COORDINATES (ANGSTROEM)
O  1.188  0.246  -1.105  -0.499
C  0.161  -0.748  -1.118  -0.120
C  0.407  -0.030  0.124  0.412
O  1.337  -0.474  1.028  -0.672
C  -0.691  0.739  0.729  -0.073
C  -1.671  1.249  1.218  -0.166
H  2.072  -0.550  0.393  0.492
H  0.396  -1.812  -1.185  0.192
H  -0.671  -0.377  -1.706  0.193
H  -2.527  1.759  1.623  0.242

---

Entry 3:
# C21H31NP2ReS

A molecular structure, C21H31NP2ReS (the ωB97M-V functional and the def2-TZVPD basis, the OMol25 dataset).

Summary:
* multiplicity: 4
* expectation value of S²: 3.80
* total charge: +2
* energy above the lowest of the compared OMol25 structures with the same formula, charge and spin: 36.7 kcal per mole
* Kohn-Sham gap (spin up / spin down): 0.2074 / 0.2096 hartree
* lowest unoccupied orbital energy (spin up / spin down): -6.918 / -8.856 eV
* calculated total energy: -55294.231 eV
* HOMO level (spin up / spin down): -0.4617 / -0.5351 Eh

Last column: natural (NBO) charge in e.
CARTESIAN COORDINATES (ANGSTROEM)
C  -0.497  2.127  -3.840  -0.240
C  0.060  1.809  -2.621  0.103
C  -0.781  1.739  -1.435  0.125
C  -2.218  1.596  -1.621  0.007
C  -2.754  2.030  -2.855  -0.196
C  -1.873  2.258  -3.979  -0.077
C  -2.943  1.023  -0.498  -0.456
C  -2.457  1.464  0.845  0.043
C  -0.993  1.644  0.937  0.106
C  -0.390  1.667  2.230  0.002
C  -1.185  1.824  3.405  -0.191
C  -2.568  1.879  3.197  -0.147
C  -3.180  1.730  2.019  -0.183
H  0.156  2.236  -4.706  0.243
H  -3.802  2.209  -2.909  0.243
H  -2.301  2.488  -4.889  0.237
H  -4.011  1.051  -0.585  0.273
H  -0.706  1.856  4.345  0.240
H  -3.173  1.996  4.117  0.249
H  -4.294  1.873  1.856  0.244
N  -0.175  1.373  -0.198  -0.561
Re  -0.124  -0.619  -0.168  -0.006
C  1.519  1.439  -2.416  -0.749
H  2.009  2.062  -1.637  0.266
H  2.053  1.532  -3.380  0.265
C  1.112  1.417  2.287  -0.712
H  1.678  2.137  1.655  0.259
H  1.460  1.497  3.331  0.264
P  1.519  -0.332  -1.804  1.135
P  1.346  -0.322  1.537  1.192
C  1.034  -1.221  3.151  -0.951
H  1.327  -2.280  3.072  0.243
H  1.564  -0.792  4.030  0.270
H  -0.043  -1.193  3.385  0.246
C  3.218  -0.312  1.656  -0.946
H  3.634  -0.196  2.688  0.279
H  3.614  -1.262  1.261  0.245
H  3.652  0.510  1.057  0.247
C  1.186  -1.178  -3.406  -0.951
H  1.842  -0.829  -4.220  0.266
H  1.322  -2.261  -3.287  0.260
H  0.149  -0.988  -3.694  0.249
C  3.373  -0.521  -1.830  -0.933
H  3.663  -1.562  -1.636  0.252
H  3.816  -0.244  -2.808  0.269
H  3.865  0.112  -1.077  0.247
H  -2.298  0.002  -0.260  0.177
H  1.333  -1.470  -0.040  0.078
C  0.358  -3.929  1.281  -0.696
S  -0.641  -2.885  0.080  0.403
C  -2.284  -2.913  0.864  -0.719
H  1.397  -3.650  1.277  0.236
H  0.236  -4.966  0.937  0.262
H  -0.092  -3.843  2.311  0.247
H  -2.772  -3.805  0.442  0.257
H  -2.173  -3.023  1.971  0.248
H  -2.762  -1.989  0.575  0.237

---

Entry 4:
# C22H21CrN5O3S2

A molecular structure, C22H21CrN5O3S2 (the ωB97M-V functional and the def2-TZVPD basis, the OMol25 dataset).

Summary:
* multiplicity: 5
* expectation value of S²: 6.05
* total charge: -2
* Kohn-Sham gap (spin up / spin down): 0.1216 / 0.1926 hartree
* lowest unoccupied orbital energy (spin up / spin down): 4.245 / 4.239 eV
* calculated total energy: -86841.435 eV
* HOMO level (spin up / spin down): 0.0344 / -0.0368 Eh

Last column: natural (NBO) charge in e.
CARTESIAN COORDINATES (ANGSTROEM)
Cr  -0.361  -0.143  -0.436  0.915
O  2.583  2.675  -0.468  -0.670
C  1.777  1.757  -0.710  0.595
N  0.550  1.565  -0.076  -0.702
C  0.104  2.289  0.949  0.684
O  0.611  3.239  1.538  -0.642
C  -1.319  1.774  1.373  0.266
C  -1.676  2.192  2.762  -0.272
C  -2.230  1.336  3.639  -0.212
C  -2.425  -0.020  3.275  -0.470
C  -1.982  -0.422  2.037  0.084
N  -1.410  0.358  1.130  -0.609
C  2.026  0.752  -1.714  -0.033
C  3.191  0.803  -2.508  -0.196
C  3.422  -0.124  -3.480  -0.265
C  2.450  -1.143  -3.673  -0.394
C  1.338  -1.147  -2.860  0.087
N  1.100  -0.271  -1.894  -0.534
H  -1.446  3.217  3.002  0.217
H  -2.512  1.663  4.636  0.180
H  -2.865  -0.732  3.962  0.186
H  -2.070  -1.469  1.747  0.194
H  3.879  1.609  -2.302  0.220
H  4.308  -0.095  -4.103  0.179
H  2.573  -1.885  -4.447  0.188
H  0.578  -1.909  -3.003  0.198
S  -1.333  -2.411  -0.784  -0.338
C  -2.026  -2.251  -2.371  -0.078
C  -2.350  -3.403  -3.085  -0.270
C  -2.879  -3.338  -4.360  -0.270
C  -3.119  -2.101  -4.937  -0.260
C  -2.823  -0.948  -4.233  -0.226
C  -2.264  -0.988  -2.956  -0.218
S  -1.923  0.509  -2.132  -0.193
H  -2.169  -4.362  -2.618  0.195
H  -3.100  -4.253  -4.899  0.181
H  -3.543  -2.040  -5.934  0.182
H  -3.011  0.025  -4.665  0.202
C  2.479  -3.890  1.159  -0.398
N  1.994  -2.819  2.011  -0.453
C  1.486  -3.254  3.297  -0.396
C  1.321  -1.853  1.389  0.560
N  0.841  -1.018  0.733  -0.348
H  3.341  -4.362  1.637  0.188
H  2.781  -3.469  0.203  0.239
H  1.709  -4.651  0.977  0.194
H  2.309  -3.684  3.874  0.189
H  0.694  -4.007  3.196  0.188
H  1.085  -2.395  3.830  0.232
C  -3.525  2.350  0.557  -0.247
O  -2.137  2.462  0.381  -0.561
H  -3.926  3.254  1.049  0.143
H  -3.790  1.478  1.161  0.182
H  -3.976  2.245  -0.434  0.187